{
  "formula": "C30H68ClN4O7",
  "method": "ωB97M-V with the def2-TZVPD basis set",
  "gap_ev": [8.5, 9.2],
  "multiplicity": 2,
  "homo_energy_ev": [-7.925, -8.591],
  "e_tot_ev": -65020.7351,
  "s2": 0.754,
  "symbols": ["H", "H", "N", "H", "O", "H", "H", "H", "H", "C", "H", "H", "H", "H", "C", "H", "H", "C", "C", "H", "H", "C", "C", "H", "H", "H", "H", "H", "H", "H", "N", "C", "O", "C", "H", "C", "H", "H", "H", "H", "H", "H", "C", "C", "H", "H", "H", "C", "H", "H", "H", "O", "H", "C", "C", "H", "H", "H", "H", "H", "H", "C", "H", "C", "C", "O", "N", "H", "H", "H", "O", "H", "H", "H", "O", "H", "Cl", "H", "C", "H", "H", "C", "H", "C", "C", "H", "H", "H", "H", "C", "H", "H", "H", "N", "C", "H", "H", "C", "C", "H", "H", "C", "C", "H", "H", "H", "C", "C", "O", "C"],
  "coordinates": [[-2.0951, 5.8797, 6.4978], [3.5247, 3.8158, 7.3331], [0.6425, 2.4333, -5.4969], [0.0215, 1.6386, -5.4128], [1.4078, -0.2824, -6.3532], [2.4704, -3.8514, -5.8925], [-4.1704, 3.3725, 1.1223], [-3.7510, 0.5804, -0.5070], [-2.3439, 2.6934, -0.5157], [-3.9203, 2.4460, 1.6500], [2.8888, 4.2775, 8.9047], [-3.1362, 2.2250, 5.4359], [-3.6503, 3.3804, 3.5679], [-1.8929, -4.0341, -4.6486], [-0.1609, 4.3563, 5.5795], [2.3324, 1.5997, 7.5295], [-2.3198, -0.8146, 2.0853], [2.0027, 1.9584, -5.6889], [1.8149, -2.3934, -0.3971], [1.9903, -3.4624, -0.5461], [-0.3273, -2.5776, -0.0352], [1.3838, -2.4219, -2.9951], [0.2428, -0.6071, -7.0777], [3.1964, -3.0436, -3.8977], [1.7535, 2.3344, -2.8939], [2.6796, -1.0945, -1.9213], [-0.5735, 3.6721, -4.3635], [1.6127, 1.2852, -7.6966], [-2.3362, 0.6176, -1.5581], [2.3522, -6.9498, -3.7653], [0.5403, -4.9707, -4.1133], [-3.0667, 1.3776, 4.7479], [1.6263, 1.9846, 9.4294], [0.4585, 3.3130, -4.3520], [2.0271, -5.5675, -6.0224], [0.7330, 2.7292, -2.9716], [0.7187, 4.2930, 7.9908], [-2.5064, -4.0429, -2.9833], [0.4409, -0.6564, -8.1538], [-0.3783, -6.1974, -1.9563], [0.9965, 2.6609, 6.1177], [-2.2349, 1.4339, 2.1168], [-2.6540, 0.5983, -0.5144], [-0.0911, -2.8781, -2.9912], [-2.0833, 1.4201, 4.2645], [3.5314, 1.9281, 8.7797], [2.4468, 1.5218, -4.7827], [2.4281, -3.5131, -3.2804], [2.9293, -3.7714, -2.3426], [-2.0763, -5.5715, -3.7802], [1.1543, 0.2419, -3.1349], [-1.2556, 3.9811, 6.4078], [-0.5946, -2.3713, -3.8154], [2.5572, 2.2375, 8.3935], [0.5643, -2.1866, 0.4571], [0.6492, -2.6801, 1.4306], [-0.1817, 1.1329, 9.7634], [-0.3883, 0.2091, -4.0082], [0.9717, -0.8473, -1.6335], [0.2578, 1.2510, 8.0470], [-1.1688, 5.4072, 7.9355], [2.5757, -6.0257, -3.2306], [-0.0804, 5.4467, 5.5339], [2.0159, -4.8200, -3.9973], [2.6628, 3.7070, 8.0010], [-2.1312, -0.6058, 0.0106], [1.5109, 4.3268, 7.3621], [0.6335, -4.9158, -1.2550], [0.6392, 3.5346, -2.2383], [-0.9982, 1.7670, 0.1094], [0.1693, -6.0748, -4.6208], [-2.5560, -2.2467, 1.0755], [-0.3602, 3.9842, 4.5705], [-0.2806, 2.6913, 8.9299], [-0.1955, 1.7344, -2.5813], [0.4078, -1.1209, 0.6389], [1.5205, -1.1899, -4.3618], [-3.1371, 0.4516, 5.3164], [-1.8071, -4.5221, -3.6753], [-0.5757, -2.5184, -2.0782], [-4.5598, 1.6526, 1.2360], [2.5711, -4.8343, -5.4264], [-5.3222, 2.9166, 3.1955], [-0.3880, -4.3747, -3.1256], [1.7410, -1.6220, -1.7325], [-3.8291, -1.0002, 1.1517], [-0.0818, -1.5884, -6.7355], [2.6317, 2.8051, -5.9837], [1.9196, 3.9591, 5.3539], [-0.2950, -5.1214, -1.7890], [1.1024, 4.1897, -4.4853], [-0.3275, -0.2748, -2.3057], [3.6630, -5.9181, -3.1594], [-2.5001, 2.1846, 1.4902], [1.1303, 3.7521, 6.0840], [3.1092, 0.6609, -6.9757], [3.6276, -5.1152, -5.4170], [-1.8321, 5.0373, 7.1458], [-4.2768, 2.6074, 3.1109], [-1.1243, -4.8060, -1.1481], [-2.7408, 4.6502, 7.6039], [0.0793, 0.4215, -3.0420], [-2.7489, -1.1757, 1.1443], [2.6867, -2.0315, 0.1568], [-0.5672, 0.1131, -6.9123], [2.1794, -6.0904, -2.2166], [2.0631, 0.9063, -6.7735], [-2.0865, 1.8495, 0.1336], [-4.1230, 1.3790, 3.8101], [0.2943, 1.7640, 9.0136]],
  "forces_ev_per_angstrom": [[-0.016, -0.005, 0.002], [-0.009, -0.002, -0.006], [-0.002, -0.110, -0.037], [-0.011, 0.024, 0.022], [-0.094, 1.289, -2.238], [-0.033, -0.052, 0.021], [0.012, -0.007, -0.017], [0.003, -0.024, 0.102], [0.023, 0.017, 0.006], [-0.017, -0.009, -0.020], [0.011, -0.001, -0.004], [0.016, -0.011, 0.016], [-0.002, 0.010, -0.030], [0.014, -0.085, 0.032], [-0.008, 0.035, -0.076], [-0.007, 0.030, -0.011], [-0.056, 0.083, -0.015], [-0.001, 0.043, 0.034], [-0.017, 0.101, -0.001], [0.010, 0.052, -0.049], [0.022, 0.089, 0.058], [0.159, 0.350, 0.119], [-0.132, -0.055, -0.149], [0.053, -0.059, 0.157], [0.013, -0.009, -0.024], [0.090, -0.133, 0.002], [0.010, 0.000, -0.012], [0.013, 0.023, 0.037], [-0.062, 0.015, -0.029], [-0.024, 0.057, 0.053], [0.101, -0.055, 0.379], [0.024, 0.016, 0.083], [-0.023, 0.047, 0.001], [0.003, 0.068, 0.020], [0.083, -0.007, 0.043], [-0.077, -0.069, 0.073], [0.020, -0.010, 0.014], [0.073, -0.006, -0.060], [0.029, -0.026, 0.058], [0.007, 0.059, -0.004], [-0.003, 0.004, -0.027], [-0.008, -0.008, -0.018], [-0.048, 0.025, -0.073], [-0.002, -0.008, 0.090], [0.001, 0.021, 0.009], [-0.013, -0.021, 0.008], [0.028, 0.034, -0.008], [0.147, 0.048, 0.103], [-0.198, -0.044, -0.012], [-0.001, 0.054, -0.007], [-0.933, 1.231, 0.621], [-0.007, -0.048, 0.051], [-0.007, -0.068, 0.003], [0.035, -0.025, -0.005], [0.174, -0.090, 0.166], [0.042, -0.011, -0.095], [0.000, 0.006, 0.002], [-0.086, 0.282, 0.092], [0.859, -0.646, 0.495], [-0.009, -0.013, 0.009], [0.018, 0.009, -0.021], [0.201, -0.022, -0.084], [0.046, -0.009, 0.012], [0.048, 0.162, -0.082], [0.050, 0.054, 0.001], [0.166, -0.124, -0.101], [-0.096, -0.041, 0.036], [-0.026, -0.002, -0.048], [0.003, -0.013, 0.004], [0.003, 0.008, 0.010], [-0.149, -0.124, -0.256], [-0.116, -0.034, 0.138], [-0.041, 0.007, 0.006], [0.009, 0.000, -0.028], [-0.376, 0.214, 0.211], [-0.098, -0.081, -0.042], [1.436, -4.472, 0.106], [-0.014, -0.007, -0.020], [-0.030, -0.008, 0.093], [-0.015, -0.080, -0.095], [-0.013, 0.019, 0.006], [-0.095, -0.028, -0.119], [-0.004, -0.020, 0.024], [-0.032, 0.160, -0.037], [-0.036, -0.235, 0.481], [0.010, 0.013, 0.012], [0.002, -0.027, 0.041], [-0.003, -0.012, 0.007], [0.015, -0.009, 0.016], [-0.050, 0.043, 0.047], [0.005, -0.008, -0.015], [-0.392, 0.295, -0.310], [-0.103, -0.025, -0.006], [0.016, -0.221, 0.100], [0.014, -0.015, -0.002], [-0.018, -0.038, -0.016], [-0.051, 0.117, 0.026], [-0.039, 0.028, -0.029], [-0.005, 0.052, 0.021], [0.090, -0.026, -0.036], [0.007, 0.000, 0.010], [-0.677, 1.699, 0.518], [0.047, 0.011, -0.150], [-0.067, -0.048, -0.001], [0.045, 0.013, 0.006], [-0.010, 0.000, -0.074], [0.134, 0.226, -0.209], [-0.010, 0.264, -0.070], [0.032, -0.012, -0.045], [0.001, -0.044, 0.008]],
  "mulliken_spin": [0.000, 0.000, 0.000, 0.000, 0.001, -0.002, 0.000, 0.000, 0.000, 0.000, 0.000, 0.000, 0.000, -0.006, 0.000, 0.000, 0.000, 0.000, 0.000, -0.001, 0.000, 0.022, 0.000, 0.005, 0.000, 0.000, 0.000, 0.000, 0.000, -0.003, 0.403, 0.000, 0.000, 0.000, -0.001, 0.000, 0.000, 0.000, 0.000, -0.007, 0.000, 0.000, 0.000, 0.046, 0.000, 0.000, 0.000, -0.012, -0.002, 0.002, 0.001, 0.000, -0.004, 0.000, 0.000, 0.000, 0.000, 0.000, 0.000, 0.000, 0.000, 0.037, 0.000, -0.026, 0.000, 0.000, 0.000, -0.006, 0.000, 0.000, 0.530, 0.000, 0.000, 0.000, 0.000, 0.000, -0.002, 0.000, 0.002, 0.006, 0.000, 0.020, 0.000, -0.043, 0.000, 0.000, 0.000, 0.000, 0.000, 0.046, 0.000, 0.000, 0.001, 0.000, 0.000, 0.000, -0.001, 0.000, 0.000, 0.001, 0.000, -0.001, 0.000, 0.000, 0.000, -0.005, 0.000, 0.000, 0.000, 0.000]
}